Computed, not measured: a cluster of 9 separate species, C26H57B2NO13P in total, with ωB97M-V with the def2-TZVPD basis set.

Values from the calculation:
Frontier orbital gap (eV): 5.72
HOMO (eV): -3.8
Net charge: -1
Energy relative to the best compared isomer or geometry (same formula, charge and spin) (kcal/mol): 0.00
Total energy (eV): -66640.108
Lowest unoccupied orbital energy (eV): 1.9

Each line ends with the Mulliken charge.
Element x y z (Å)
N1 -0.360410 -3.572221 -0.038840  -0.437
B1 -0.770236 -2.150359 -0.310420  -1.579
O1 0.081693 -1.469005 -1.210100  -0.521
B2 -2.211994 -1.476962 0.386040  2.462
O2 -2.244310 0.000001 0.612862  -0.785
C1 -3.616206 0.259736 0.742940  -0.428
C2 -4.283627 -0.622193 -0.337680  0.031
P1 -5.901037 -1.378161 0.166649  -0.100
O3 -5.908203 -2.578085 -0.984822  -0.428
O4 -5.441325 -2.256545 1.466250  -0.369
O5 -3.344783 -1.642137 -0.626967  -0.606
H1 -0.389890 -3.690806 0.973611  0.146
H2 -1.134262 -4.160980 -0.353076  0.231
H3 -0.239301 -1.513464 -2.116253  0.215
H4 -2.502837 -2.044716 1.466955  -0.414
H5 -3.969883 -0.058845 1.735101  0.296
H6 -3.825645 1.322557 0.602074  0.207
H7 -4.439684 -0.053421 -1.269367  0.376
H8 -5.109337 -2.508737 -1.531752  0.366
H9 -4.809721 -2.945852 1.193409  0.290
C3 1.256836 -4.917228 -4.751085  -1.173
C4 0.815451 -4.849668 -3.300901  0.834
O6 -0.347556 -4.970279 -3.001452  -0.526
C5 1.907944 -4.628337 -2.285288  -0.916
H10 0.393746 -5.079012 -5.392725  0.311
H11 1.756781 -3.988077 -5.031913  0.313
H12 1.975330 -5.728532 -4.885890  0.328
H13 2.431126 -3.696137 -2.508823  0.290
H14 2.625110 -5.450535 -2.359681  0.411
H15 1.475555 -4.555516 -1.288737  0.136
C6 -5.390790 -7.196590 2.639366  -1.106
C7 -5.286156 -6.115826 1.588907  0.834
O7 -4.444069 -5.254285 1.678606  -0.445
C8 -6.254323 -6.151191 0.434831  -1.067
H16 -4.614523 -7.027295 3.380832  0.200
H17 -6.372641 -7.187142 3.116361  0.369
H18 -5.240798 -8.180888 2.191829  0.330
H19 -7.279120 -6.094733 0.807822  0.338
H20 -6.150985 -7.093839 -0.107135  0.348
H21 -6.062538 -5.311902 -0.230723  0.190
C9 0.818852 3.430788 -0.675013  -0.942
C10 -0.242333 3.857871 0.309432  0.861
O8 -0.630510 5.009869 0.347609  -0.619
C11 -0.779457 2.790332 1.211679  -0.424
H22 1.119020 4.283742 -1.278231  0.014
H23 1.680526 3.026748 -0.137936  0.306
H24 0.435008 2.648449 -1.329617  0.436
H25 0.027194 2.352730 1.804227  0.375
H26 -1.221705 1.967854 0.637486  0.030
H27 -1.539513 3.199764 1.874244  0.020
C12 0.291942 5.754746 -4.605821  -1.058
C13 0.462625 4.264596 -4.792062  0.787
O9 0.419729 3.503483 -3.857783  -0.451
C14 0.684457 3.779854 -6.206194  -1.128
H28 0.134777 5.977218 -3.553060  0.229
H29 1.175814 6.282838 -4.969937  0.326
H30 -0.562291 6.108982 -5.186185  0.348
H31 1.581320 4.241081 -6.624768  0.325
H32 -0.157752 4.070557 -6.837058  0.328
H33 0.789658 2.698016 -6.210556  0.293
C15 0.057422 -7.709521 4.310710  -1.218
C16 -1.228040 -7.432766 3.563267  0.800
O10 -2.023273 -8.320927 3.343730  -0.555
C17 -1.441944 -6.014468 3.111931  -0.497
H34 0.110365 -8.760778 4.584419  0.330
H35 0.912703 -7.444650 3.686369  0.320
H36 0.106770 -7.089570 5.207931  0.315
H37 -0.624385 -5.708504 2.454730  0.224
H38 -1.429899 -5.340683 3.971878  0.355
H39 -2.385466 -5.903279 2.585977  -0.072
C18 -5.291814 4.311801 3.655124  -1.254
C19 -4.432885 4.291285 2.408301  0.899
O11 -4.534421 3.407239 1.594334  -0.510
C20 -3.451278 5.426480 2.250304  -1.053
H40 -5.951352 3.447658 3.658348  0.335
H41 -4.659190 4.295312 4.544906  0.324
H42 -5.881696 5.230303 3.689366  0.334
H43 -2.763898 5.448299 3.099029  0.320
H44 -3.987647 6.378490 2.242053  0.437
H45 -2.873324 5.315607 1.335826  0.162
C21 5.696225 4.471100 0.018370  -0.661
C22 5.060111 5.835928 0.102525  0.793
O12 5.702467 6.816592 0.405499  -0.582
C23 3.588489 5.912086 -0.213971  -0.925
H46 6.750514 4.532377 0.274388  -0.117
H47 5.205325 3.779581 0.705570  0.332
H48 5.579798 4.063742 -0.988115  0.344
H49 3.021889 5.269813 0.462092  0.231
H50 3.401930 5.553827 -1.228097  0.250
H51 3.237052 6.936359 -0.117333  0.326
C24 10.934197 2.434147 0.433047  -1.129
C25 9.790373 3.384716 0.698107  0.860
O13 8.775806 3.021085 1.242219  -0.527
C26 9.982199 4.813128 0.245943  -1.054
H52 10.681574 1.442434 0.799205  0.297
H53 11.143009 2.389725 -0.637562  0.319
H54 11.839741 2.791094 0.927456  0.331
H55 10.161218 4.843764 -0.830711  0.302
H56 10.858486 5.244576 0.733877  0.354
H57 9.102107 5.404286 0.487687  0.251

Atomic forces in eV per Å
N 0.2 0.1 0.3
B 0.0 0.1 0.0
O -0.1 -0.3 -0.2
B 0.3 0.2 0.1
O 0.1 -0.1 0.0
C -0.1 0.0 -0.1
C 0.3 -0.1 -0.3
P 0.1 -0.2 0.0
O -0.4 0.3 -0.4
O -0.2 -0.2 -0.1
O -0.2 -0.2 0.2
H -0.3 0.0 0.0
H 0.1 0.0 -0.1
H 0.0 0.2 0.1
H 0.0 -0.1 -0.1
H 0.0 0.1 0.0
H 0.0 -0.1 0.0
H -0.2 0.1 0.1
H 0.2 -0.2 0.4
H 0.2 0.2 0.2
C -0.1 0.0 0.0
C 0.1 0.1 0.0
O 0.0 -0.1 -0.1
C -0.2 -0.1 0.0
H 0.0 0.0 0.0
H 0.0 0.0 0.0
H 0.0 0.0 0.0
H 0.0 0.0 0.0
H 0.1 0.0 0.0
H 0.0 0.0 0.0
C 0.1 0.0 0.0
C -0.1 0.0 0.0
O 0.1 0.1 0.0
C 0.0 0.1 0.0
H 0.0 -0.1 0.0
H 0.0 0.0 -0.1
H 0.0 0.0 0.0
H 0.0 0.0 0.0
H 0.0 0.0 0.0
H 0.0 0.0 0.0
C 0.0 0.1 0.0
C 0.0 -0.1 0.0
O 0.0 0.0 0.0
C -0.2 0.1 0.0
H 0.0 0.0 0.0
H 0.0 -0.1 0.0
H 0.0 0.0 0.1
H 0.0 0.0 -0.1
H 0.1 -0.1 0.0
H 0.0 0.0 0.0
C 0.0 0.0 0.1
C 0.0 0.1 0.0
O 0.0 0.0 -0.1
C 0.0 -0.1 0.0
H 0.0 0.0 0.0
H 0.0 0.0 0.0
H 0.0 0.0 0.0
H 0.0 0.0 0.0
H 0.0 0.0 0.0
H 0.0 0.0 0.0
C 0.0 -0.1 0.0
C 0.0 0.0 0.0
O 0.0 0.1 0.0
C -0.1 0.0 0.0
H 0.0 0.0 0.0
H 0.0 0.0 0.0
H 0.0 0.0 0.0
H 0.0 0.0 0.0
H 0.0 0.0 0.0
H 0.0 0.0 0.0
C 0.0 -0.1 0.0
C 0.0 0.0 0.1
O 0.0 0.1 0.0
C 0.0 0.0 -0.1
H 0.0 0.0 0.0
H 0.0 0.0 0.0
H 0.0 0.0 0.0
H 0.0 0.0 0.0
H 0.0 0.0 0.0
H 0.0 0.0 0.0
C 0.1 0.0 0.0
C 0.0 0.0 0.0
O 0.0 0.0 0.0
C 0.0 0.1 0.0
H 0.0 0.0 0.0
H 0.0 0.0 0.0
H 0.0 0.0 0.0
H 0.0 0.0 0.0
H 0.0 0.0 0.0
H 0.0 0.0 0.0
C 0.0 0.0 0.0
C 0.0 0.1 0.0
O 0.0 0.0 0.0
C -0.1 0.0 0.0
H 0.0 0.0 0.0
H 0.0 0.0 0.0
H 0.0 0.0 0.0
H 0.0 0.0 0.0
H 0.0 0.0 0.0
H 0.0 0.0 0.0